No. 1
6
Properties=species:S:1:pos:R:3:forces:R:3:nbo_charge:R:1 method="wB97M-V/def2-TZVPD" total_charge=0 homo_energy_ha="-0.311 / -0.323" s_squared=6.011 e_above_lowest_kj_mol=185.7 multiplicity=5 max_force_ev_per_a=5.12
P -0.8523 0.2470 -0.0734 -1.9855 0.1132 -2.8520 1.714
H -0.4474 -2.0438 0.7189 -2.8650 2.8969 -0.8375 0.472
O -1.2237 -1.2783 0.3825 3.4146 -3.2364 2.0273 -1.050
F -1.2164 1.8818 -0.2780 0.6882 0.2257 1.1413 -0.625
O 0.6678 0.3740 0.2998 -1.2151 1.6853 1.5514 -1.145
Ir 1.9003 -0.8293 -0.4265 1.9628 -1.6847 -1.0304 0.634

No. 2
5
Properties=species:S:1:pos:R:3:forces:R:3:nbo_charge:R:1 method="wB97M-V/def2-TZVPD" total_charge=0 homo_energy_ha=-0.443 e_above_lowest_kj_mol=17.2 max_force_ev_per_a=4.43
O -1.9059 -0.4674 0.4877 -1.5133 -1.2287 1.7131 -0.362
N -0.4619 0.6236 -0.8379 2.6569 2.2665 -2.7293 -0.066
H 1.6234 -0.5600 0.3190 -0.1994 -1.0598 0.1376 0.551
F 1.8865 0.2992 0.2012 0.6038 0.9726 0.0467 -0.548
N -1.1420 0.1046 -0.1701 -1.5480 -0.9507 0.8319 0.425

No. 3
6
Properties=species:S:1:pos:R:3:forces:R:3:nbo_charge:R:1 method="wB97M-V/def2-TZVPD" total_charge=-1 homo_energy_ha="-0.201 / -0.201" e_above_lowest_kj_mol=263.3 max_force_ev_per_a=3.82
F 3.4545 1.3868 -0.0939 -1.5742 -0.8316 0.0346 -0.804
O 1.6641 -0.6645 1.4090 0.0147 1.5082 0.7975 -0.890
N 0.0662 -0.6342 -0.5999 1.9443 1.7096 0.1364 -0.988
O 2.3853 -1.2604 -0.8127 1.1631 0.7438 -0.8269 -0.880
H -0.5816 -0.2881 0.0850 -0.4264 0.4502 0.5822 0.333
S 1.5487 -0.4344 -0.0025 -1.1214 -3.5802 -0.7238 2.228

No. 4
6
Properties=species:S:1:pos:R:3:forces:R:3:nbo_charge:R:1 method="wB97M-V/def2-TZVPD" total_charge=-1 homo_energy_ha="-0.147 / -0.139" e_above_lowest_kj_mol=544.2 max_force_ev_per_a=2.06
F 1.4888 1.7935 0.1706 -0.1996 0.4403 0.1042 -0.289
S -0.2691 1.3314 2.0807 -0.2931 1.1940 0.6281 1.510
N 0.9984 0.7313 0.9001 -0.2491 -1.8401 -0.8971 -0.186
O -1.1054 0.1395 2.2854 0.2769 -0.3241 -0.2401 -1.024
O 0.6784 1.5731 3.2033 -0.1511 -0.1205 -0.4086 -1.019
H -0.1150 -0.2790 -0.4804 0.6160 0.6504 0.8136 0.007

No. 5
6
Properties=species:S:1:pos:R:3:forces:R:3:nbo_charge:R:1 method="wB97M-V/def2-TZVPD" total_charge=0 homo_energy_ha=-0.317 max_force_ev_per_a=2.73
H -1.9007 -0.1710 -0.2309 -0.2104 -0.0928 0.1151 0.511
F 1.6320 2.1467 -1.2180 0.4377 0.9596 -0.3892 -0.844
Zn 0.6805 0.9053 -0.5136 -0.4406 -1.9773 0.5205 1.542
S 0.0947 -1.3564 0.1830 1.6644 0.0891 2.1667 0.732
O 0.5287 -1.5564 1.6387 -0.9233 0.2498 -2.3941 -0.894
O -1.0351 0.0318 0.1407 -0.5279 0.7716 -0.0190 -1.047

No. 6
6
Properties=species:S:1:pos:R:3:forces:R:3:nbo_charge:R:1 method="wB97M-V/def2-TZVPD" total_charge=+4 homo_energy_ha=-1.131 e_above_lowest_kj_mol=305.3 max_force_ev_per_a=1.91
Li -0.2589 0.5205 3.0614 -0.4796 0.3846 1.2454 0.999
Li 1.1466 -1.5350 0.8201 0.1474 -0.5550 -0.0639 0.997
Li 0.2629 1.8920 -0.4787 -0.6480 0.6648 0.8559 0.995
F -0.3250 -0.0948 0.1302 0.9310 0.0455 -0.4843 -0.989
Li 1.1730 0.3764 -2.7095 0.7432 -0.3809 -1.7182 0.999
Li -1.9986 -1.1591 -0.8236 -0.6940 -0.1590 0.1651 0.998

No. 7
4
Properties=species:S:1:pos:R:3:forces:R:3:nbo_charge:R:1 method="wB97M-V/def2-TZVPD" total_charge=0 homo_energy_ha=-0.481 e_above_lowest_kj_mol=7.1 max_force_ev_per_a=5.36
O -0.5301 -1.0822 0.0049 -0.7839 -1.4822 -0.1010 -0.254
O -0.4752 1.0573 0.0004 -2.6229 4.6726 -0.0792 -0.221
N -0.1250 -0.0039 -0.0106 3.4305 -2.5898 0.2531 0.821
F 1.3788 0.0277 -0.0006 -0.0236 -0.6006 -0.0730 -0.346

No. 8
58
Properties=species:S:1:pos:R:3:forces:R:3:nbo_charge:R:1 method="wB97M-V/def2-TZVPD" total_charge=+2 homo_energy_ha="-0.554 / -0.522" s_squared=6.006 multiplicity=5 max_force_ev_per_a=1.33
H -29.6078 26.2402 -5.5891 0.3494 -0.1133 -0.2664 0.510
O -33.0947 28.7164 -5.8507 0.1077 -0.0927 -0.0207 -0.955
O -29.5722 29.7617 -0.1155 -0.7711 -0.1613 -0.3035 -1.010
H -28.8505 32.5411 -4.4531 -0.2400 -0.0098 -0.7196 0.481
H -33.7666 29.2306 -5.4032 -0.3310 -0.0905 0.0764 0.467
H -32.9230 25.9303 -2.9794 -0.2927 -0.0778 -0.2516 0.490
H -34.0273 30.9138 -0.2691 -0.3439 0.0372 -0.0418 0.485
O -30.1317 26.7179 -4.9460 -0.0838 0.0932 0.4161 -0.968
H -26.5597 29.1022 -5.4507 0.1219 0.0500 -0.5094 0.494
H -29.8678 30.3477 0.5812 -0.3741 0.2517 0.6214 0.526
H -33.1715 31.7431 0.6645 0.0939 0.1906 0.3601 0.504
O -26.6008 29.4116 -4.5458 -0.6303 0.6370 -0.2553 -0.970
O -26.9790 30.0867 0.1997 -0.0975 0.0945 -0.0046 -0.959
O -32.0624 28.4451 -1.1175 -0.3971 0.5386 0.5357 -0.986
O -31.3759 31.1756 -2.3502 0.2582 -0.0952 0.0427 -0.993
H -33.4387 31.3966 -4.7156 -0.3196 0.1707 0.2157 0.486
O -33.1296 31.2175 -0.1344 0.2635 -0.1608 -0.4033 -0.972
O -32.4704 26.1336 -2.1608 -0.0200 -0.0136 -0.4127 -0.966
O -29.4508 31.1851 2.5186 -0.1550 -0.0571 -0.5648 -0.966
H -26.5073 26.8423 -2.9785 0.0039 -0.0970 0.2369 0.464
H -27.0782 31.0297 0.3306 0.1065 0.3779 0.1790 0.483
H -29.4989 26.8460 -2.5784 0.0480 -0.2829 -0.6215 0.511
H -31.7494 29.5101 -4.3794 -0.1513 0.3898 -0.2419 0.516
H -28.6189 25.0612 0.4957 0.1068 -0.3954 -0.0500 0.514
H -34.4929 28.7197 2.2779 -0.2348 0.0331 0.3010 0.486
H -26.0511 29.9690 -0.0037 0.3194 -0.2790 -0.0940 0.508
O -28.6348 30.1291 -2.8234 -0.7153 -0.2502 0.4087 -0.996
H -32.1876 25.2829 -1.8253 0.0933 -0.2596 0.3688 0.506
H -26.7692 27.7215 -4.1828 0.1908 0.1164 0.3645 0.467
H -28.4613 33.3818 -3.2557 0.0651 0.3326 0.1739 0.459
H -25.9288 30.0912 -4.4938 0.3033 0.2537 0.0946 0.507
H -31.9719 31.4441 -1.6509 -0.5175 0.0576 0.8445 0.520
H -31.0090 26.3435 -5.0254 -0.2577 -0.4954 -0.1712 0.477
H -28.3101 29.9099 -3.6968 0.5035 -0.2400 -0.5803 0.527
H -29.2990 26.9375 -1.0806 0.2032 -0.7360 0.5338 0.514
O -29.2807 27.4634 -1.8802 -0.2626 0.7975 -0.7843 -0.984
O -28.0898 32.8667 -3.9718 0.8882 -0.1378 0.9850 -0.970
H -30.1453 33.2720 -6.1442 0.1707 0.3862 -0.2248 0.494
H -34.1802 28.3292 0.8490 -0.3845 -0.2850 -0.0171 0.449
O -26.2928 26.9386 -3.9064 -0.0889 -0.9245 -0.0812 -0.946
O -31.4072 28.7932 -3.8453 0.1947 0.2429 0.9089 -0.999
Fe -30.3730 29.2212 -1.9632 0.1740 0.7961 -0.6408 1.587
H -28.6197 29.7401 -0.0229 1.0599 -0.2679 -0.0220 0.519
H -28.9098 26.5261 0.7432 0.0358 0.1616 0.5059 0.488
H -32.6953 31.8029 -5.9702 0.0853 0.0833 -0.4621 0.505
O -33.7740 28.4469 1.7078 0.4403 0.1433 -0.2770 -0.932
O -28.9326 25.8545 0.0616 -0.1236 0.0305 0.3114 -0.965
H -32.5202 27.7370 -1.5705 0.0952 -1.0334 -0.4826 0.523
H -28.0690 30.8428 -2.5291 0.0336 0.4596 0.0507 0.518
H -28.8594 31.9377 2.5272 0.0972 0.3237 0.1216 0.481
H -33.3390 28.7551 -6.7754 -0.0638 -0.0816 -0.4090 0.493
H -30.7195 32.3007 -5.1348 -0.4553 -0.1087 -0.0343 0.474
H -31.2092 28.0990 -4.4738 0.4994 -0.1194 -0.3206 0.516
H -31.5574 31.7837 -3.0668 0.1277 0.0208 -0.4789 0.505
H -32.7154 28.8089 -0.5195 0.3368 0.6174 0.5573 0.508
O -29.9744 32.4303 -5.7215 -0.1672 -0.4160 -0.1609 -0.939
H -29.1894 30.6658 3.2790 0.0032 -0.2330 0.2697 0.493
O -32.5735 31.6562 -5.0322 0.0979 -0.1727 0.4239 -0.979

No. 9
25
Properties=species:S:1:pos:R:3:forces:R:3:nbo_charge:R:1 method="wB97M-V/def2-TZVPD" total_charge=-4 homo_energy_ha="0.094 / 0.097" s_squared=6.005 e_above_lowest_kj_mol=144.8 multiplicity=5 max_force_ev_per_a=8.15
O 6.7256 -2.8928 3.3239 -1.3480 1.1342 -2.2698 -0.578
O 3.1738 -4.8726 5.6640 3.0026 -1.1917 -0.7296 -0.633
N 1.9563 -4.6707 5.7544 2.3252 1.5951 1.4300 0.747
N 7.1562 -3.7606 4.0649 2.4704 0.9859 0.4843 0.738
O 5.2106 -6.7247 5.0508 -0.5341 1.2237 4.3424 -0.569
Fe 5.0993 -4.9923 6.7021 0.1136 -0.1502 0.2413 1.695
N 4.3320 -2.7088 9.1619 5.8752 2.7109 -4.3457 0.745
N 5.4565 -7.1957 3.9706 -0.9905 1.1706 -0.5913 0.731
O 5.7722 -7.6056 9.5074 1.5230 -0.3317 0.2617 -0.557
O 4.6862 -8.0946 3.5948 0.3879 -1.5197 -1.6184 -0.599
O 6.3278 -6.6459 3.3101 0.9850 -0.9102 -1.8784 -0.525
O 8.6754 -5.1340 8.4758 6.8771 -4.1765 1.3214 -0.538
O 3.7783 -8.2837 9.2119 -1.1728 -1.7794 0.3946 -0.623
O 3.3921 -2.6746 9.8198 -6.9940 -1.9900 3.6684 -0.486
N 4.7223 -7.5515 8.8684 -0.1220 -2.0637 4.1049 0.744
O 8.1666 -4.3993 3.7573 0.4448 -0.9152 -0.6340 -0.549
O 1.2904 -4.7309 4.7692 -2.6977 -0.7531 -3.1418 -0.540
O 7.7247 -3.3670 8.6326 -2.1303 4.0058 0.6944 -0.487
O 4.5102 -6.7454 8.0489 -0.6491 4.0546 -4.7417 -0.523
O 5.2261 -1.8919 9.4435 1.8403 0.6100 0.4624 -0.585
O 4.4714 -3.2957 8.0475 -0.9176 -1.1888 0.0280 -0.635
N 7.6865 -4.5264 8.3864 -0.4963 0.0418 -1.4572 0.756
O 1.5572 -4.2585 6.8090 -2.1657 0.4467 2.5582 -0.507
O 6.7604 -3.7753 5.2208 -1.7092 -1.0840 2.5626 -0.580
O 6.7512 -5.2127 7.9514 -3.9178 0.0747 -1.1467 -0.641

No. 10
20
Properties=species:S:1:pos:R:3:forces:R:3:nbo_charge:R:1 method="wB97M-V/def2-TZVPD" total_charge=0 homo_energy_ha=-0.282 max_force_ev_per_a=5.29
O 1.2769 2.2821 -2.9798 0.3564 1.3501 -2.1281 -0.502
H -0.6447 0.7802 2.6366 -0.2152 0.4404 -0.2784 0.486
O 0.0251 0.1938 2.9884 0.0107 -0.3489 -0.1107 -0.962
H -0.5224 2.1276 -0.0984 0.5828 -0.0749 -0.6136 0.505
O 2.1469 -1.0627 1.3364 -0.1551 -0.1995 -0.1321 -0.962
O 0.6030 -1.9517 -2.0437 0.1102 -0.1184 0.6246 -0.946
O -1.1500 1.9388 0.5992 -0.2338 -0.3134 0.5818 -0.986
H 2.5733 -0.7866 2.1477 -0.1232 0.1734 0.2384 0.487
O -0.2670 0.7801 -2.9567 -1.3842 -0.8847 -1.1579 -0.550
H -2.8430 -0.8461 1.0314 -0.1121 0.1507 0.2094 0.480
O -2.3253 -1.0775 0.2603 0.3879 -0.0482 0.1268 -0.956
H -1.4902 2.7963 0.8545 -0.1347 0.1762 0.0637 0.479
N 0.6814 1.3635 -2.4605 0.0247 1.2560 -1.0505 0.729
H -0.0790 -1.8540 -2.7082 -0.1819 0.4914 -0.2869 0.492
H -2.9266 -1.5782 -0.2910 -0.0315 -0.1020 -0.2769 0.486
O 1.0549 1.0751 -1.3456 0.6122 -1.8819 4.9087 -0.645
H 2.8589 -1.4044 0.7954 0.1848 -0.0377 -0.3149 0.485
H 0.6431 -2.8936 -1.8777 0.0837 -0.3315 -0.0229 0.460
H 0.2669 0.5825 3.8290 0.1018 0.0407 0.2083 0.479
Na 0.1178 -0.4651 0.2829 0.1165 0.2622 -0.5887 0.942

No. 11
14
Properties=species:S:1:pos:R:3:forces:R:3:nbo_charge:R:1 method="wB97M-V/def2-TZVPD" total_charge=+1 homo_energy_ha=-0.578 e_above_lowest_kj_mol=84.1 max_force_ev_per_a=4.66
H 1.6218 1.1078 -3.0034 -0.4119 0.0562 0.5411 0.514
H 0.4073 1.6319 -2.1327 0.5300 -0.0599 -0.4682 0.492
H 0.3819 -1.3885 0.2990 -0.5957 -0.8036 0.0699 0.467
O -0.7042 -3.1020 1.2709 1.0491 0.4758 -1.6831 -0.961
H -0.9603 -2.8898 2.1328 -0.4313 0.6479 2.3026 0.474
H -0.2187 2.9531 0.3748 1.8691 1.8654 -0.4464 0.481
O -0.8335 2.2730 0.4643 -2.1984 -1.3670 1.3726 -0.972
H 1.2503 -0.0456 0.8069 -1.7606 -0.9179 -0.8950 0.445
H -1.4206 2.6323 1.1740 0.4094 -0.5724 -0.8797 0.496
H 0.5506 0.0314 -0.6535 -0.7974 -0.2428 0.3082 0.482
H -0.3713 0.0477 0.8460 -1.0894 0.2914 -0.2698 0.462
N 0.3452 -0.3816 0.2930 4.3503 1.5957 0.5088 -0.890
H -1.2833 -3.8192 1.0689 -0.5086 -0.9264 -0.6494 0.492
O 1.2410 1.1301 -2.1056 -0.4145 -0.0422 0.1885 -0.983

No. 12
15
Properties=species:S:1:pos:R:3:forces:R:3:nbo_charge:R:1 method="wB97M-V/def2-TZVPD" total_charge=0 homo_energy_ha=-0.375 e_above_lowest_kj_mol=59.7 max_force_ev_per_a=0.60
H -2.2597 1.2437 0.7217 -0.0080 -0.1064 -0.0298 0.468
O 0.3096 1.9801 3.1767 -0.0349 0.1853 -0.0450 -0.948
H 0.7315 1.9200 -2.1295 -0.0286 0.0192 0.1095 0.157
O -1.2452 -1.8738 0.1815 0.3647 0.1666 -0.4446 -0.953
H 1.8186 -1.8108 -0.0921 0.1253 -0.0276 0.0266 0.476
O -1.3257 1.0193 0.6876 0.0668 0.4165 -0.0324 -0.975
H 1.5057 0.2789 -2.7578 0.1437 0.0078 -0.0963 0.130
O 1.8456 -2.4292 -0.8317 -0.3165 0.1511 -0.0368 -0.936
S 0.2956 0.8431 -2.7902 -0.0825 -0.0944 -0.0035 -0.285
H -0.2698 2.1135 2.4146 0.0601 -0.2913 -0.0402 0.486
H -1.2820 0.1505 0.2663 -0.1470 -0.1596 0.2116 0.498
H -0.4805 -1.8946 -0.4211 -0.2733 -0.2509 0.3257 0.479
H -1.8767 -2.4849 -0.2113 -0.0104 0.0144 0.0308 0.479
H 0.6590 2.8525 3.3812 -0.0053 -0.0275 0.0152 0.460
H 1.5742 -1.9082 -1.5959 0.1459 -0.0032 0.0092 0.463